Computed, not measured: a cluster of 11 separate species, C86H186N10O11 in total in a non-equilibrium geometry, with wB97M-V/def2-TZVPD.

The HOMO energy comes out at -7.78 eV. The lowest unoccupied orbital energy is 0.2 eV. The charge is 0. For the molar mass, the calculation gives 1536.49 g mol⁻¹. Its largest force on an atom is 0.076 Eh/bohr. As for the structure (SMILES): CC1(C)CCCC(C)(C)N1O.CC1(C)CCCC(C)(C)N1O.CC1(C)CCCC(C)(C)N1O.CC1(C)CCCC(C)(C)N1O.CC1(C)CCCC(C)(C)N1O.CC1(C)CCCC(C)(C)N1O.CC1(C)CCCC(C)(C)N1O.CC1(C)CCCC(C)(C)N1O.CC1(C)CCCC(C)(C)N1O.COC[C@H](C)N.CO.

XYZ file:
```
293
Properties=species:S:1:pos:R:3:forces:R:3:mulliken_charge:R:1
C 2.0171 -12.1217 -5.8151 0.3 0.2 0.4 -1.912
C 3.1345 -11.1399 -6.1870 0.5 -0.6 -0.2 1.585
C 4.4652 -11.7778 -5.7840 1.0 0.8 1.0 -1.724
C 3.1564 -10.9491 -7.7337 -0.4 0.4 0.7 -1.070
C 3.8547 -9.6976 -8.2147 0.5 0.5 0.5 -0.738
C 3.2489 -8.4717 -7.5034 -0.2 -1.3 -1.4 -1.453
C 3.3453 -8.5058 -5.9884 1.2 -0.7 0.7 1.694
C 4.8323 -8.2462 -5.4366 -0.7 -0.3 -0.9 -1.543
C 2.3904 -7.3872 -5.5848 -0.2 0.3 1.2 -1.828
N 2.9083 -9.8543 -5.5119 -1.3 1.1 -1.2 0.145
O 2.7398 -9.9113 -4.1200 0.0 -0.1 -0.5 -0.404
H 1.0463 -11.6444 -5.9489 -0.1 -0.3 -0.5 0.472
H 2.2103 -13.0384 -6.3721 -0.6 0.0 -0.4 0.388
H 2.0423 -12.4361 -4.7717 0.3 0.3 0.2 0.369
H 4.6949 -12.8331 -5.9313 -0.7 -0.1 -0.5 0.406
H 5.2955 -11.2160 -6.2120 0.1 0.0 -0.2 0.330
H 4.5663 -11.6408 -4.7074 0.1 -0.1 0.3 0.361
H 3.6725 -11.7761 -8.2214 -0.4 -0.4 0.3 0.345
H 2.1075 -10.9032 -8.0265 0.0 -0.1 -0.4 0.356
H 4.9258 -9.7888 -8.0343 0.2 0.1 0.3 0.325
H 3.7901 -9.6689 -9.3024 -0.3 0.3 0.0 0.385
H 2.1967 -8.5414 -7.7792 -0.4 0.0 0.4 0.435
H 3.4830 -7.5035 -7.9460 0.8 0.0 0.3 0.527
H 5.4235 -7.7613 -6.2134 0.0 0.5 0.2 0.341
H 5.3671 -9.1803 -5.2648 -0.2 -0.2 0.0 0.354
H 4.8808 -7.7091 -4.4893 -0.2 0.3 -0.2 0.369
H 2.5525 -7.0249 -4.5696 0.1 -0.1 0.1 0.371
H 1.3406 -7.6789 -5.6155 0.1 -0.3 -0.3 0.404
H 2.5227 -6.5202 -6.2319 0.1 -0.1 -0.1 0.372
H 3.6204 -10.0439 -3.7614 0.5 0.0 0.4 0.338
C 6.4266 -2.0909 3.8892 0.1 1.1 -0.7 -1.755
C 7.0105 -3.2785 4.6703 -0.3 1.4 -1.1 1.434
C 8.5053 -3.3994 4.3842 -0.1 -0.4 -0.3 -1.976
C 6.7716 -2.9330 6.1471 -0.9 -0.1 -0.1 -1.074
C 5.2941 -3.0323 6.5191 -0.1 -0.8 0.0 -0.720
C 4.8422 -4.4884 6.2931 -0.7 1.3 0.0 -1.131
C 5.0497 -4.9412 4.8015 0.0 -0.9 -0.2 1.571
C 5.1658 -6.4554 4.7425 -0.8 -1.1 0.6 -2.078
C 3.7352 -4.5254 4.0132 0.3 0.3 0.9 -1.649
N 6.3948 -4.5358 4.2627 -0.9 0.2 1.7 0.367
O 6.4561 -4.7400 2.8581 -0.1 0.1 0.5 -0.495
H 6.3915 -2.1400 2.8008 0.1 -0.8 -0.1 0.343
H 5.4172 -1.8053 4.1853 0.0 -0.2 0.2 0.335
H 7.0445 -1.2041 4.0304 0.1 0.1 0.4 0.478
H 8.6311 -3.5958 3.3194 0.1 0.1 0.0 0.416
H 9.0807 -2.5122 4.6485 -0.1 0.0 0.1 0.384
H 8.8903 -4.2761 4.9051 0.1 0.1 0.2 0.429
H 7.3495 -3.6123 6.7737 0.0 0.0 0.2 0.343
H 7.0573 -1.8988 6.3393 0.6 -0.1 -0.2 0.452
H 5.1076 -2.6942 7.5384 0.3 -0.4 0.3 0.398
H 4.6108 -2.3742 5.9822 0.4 0.1 -0.6 0.316
H 3.7685 -4.4739 6.4807 -0.2 -0.3 -0.3 0.453
H 5.1851 -5.0856 7.1380 0.8 -0.6 -0.6 0.366
H 5.1773 -6.9019 3.7482 -0.1 0.4 -0.3 0.453
H 4.2998 -6.8986 5.2342 -0.2 -0.1 0.1 0.451
H 6.0413 -6.8558 5.2536 0.1 0.4 0.2 0.396
H 3.5740 -3.4578 4.1629 0.2 0.2 -0.7 0.334
H 2.8329 -4.9130 4.4863 0.3 -0.5 0.6 0.435
H 3.5966 -4.8793 2.9916 0.8 0.4 -0.2 0.353
H 6.7922 -5.6391 2.8769 0.2 -0.1 -0.6 0.370
C -4.7978 -9.8767 1.0461 0.8 -0.1 0.2 -1.592
C -3.3053 -9.2827 1.0258 -0.9 -0.9 -2.3 1.658
C -3.1733 -8.4169 -0.2528 0.3 -0.2 0.2 -2.106
C -3.0639 -8.3389 2.1521 0.0 -0.1 2.5 -1.399
C -3.1237 -9.0845 3.5079 0.1 0.0 -0.9 -0.796
C -1.9966 -10.1728 3.4865 -1.6 1.5 1.1 -1.168
C -1.8792 -11.0362 2.2427 -0.3 -1.2 0.1 1.558
C -0.4109 -11.5125 2.2747 0.1 -1.0 -0.7 -1.903
C -2.8129 -12.2817 2.4753 0.4 0.6 -0.6 -1.680
N -2.2284 -10.3180 1.0218 0.7 1.6 -0.5 0.361
O -2.1346 -11.0669 -0.2218 -0.7 0.1 1.6 -0.478
H -5.4612 -9.4869 0.2740 0.2 0.6 0.1 0.397
H -4.8449 -10.9464 0.8422 0.5 -0.1 0.1 0.359
H -5.2340 -9.7175 2.0322 -0.2 0.0 -0.2 0.288
H -2.2064 -7.9161 -0.2040 0.3 -0.2 -0.3 0.467
H -3.2920 -8.9848 -1.1756 0.1 0.0 0.1 0.436
H -3.8927 -7.5981 -0.2609 -0.3 -0.2 0.2 0.459
H -2.0684 -7.8972 2.1976 0.2 0.0 -0.8 0.397
H -3.7474 -7.4905 2.1207 -0.3 -0.1 -0.1 0.436
H -3.0604 -8.3542 4.3146 0.6 -0.1 0.2 0.414
H -4.1105 -9.5149 3.6788 0.0 -0.4 -0.2 0.345
H -2.2839 -10.8438 4.2960 0.6 -0.1 0.2 0.351
H -1.0441 -9.7080 3.7414 0.0 0.1 -0.1 0.435
H 0.3966 -10.8006 2.1036 -0.5 0.6 -0.2 0.436
H -0.2821 -12.3182 1.5519 0.1 0.0 -0.2 0.419
H -0.1523 -11.9620 3.2334 -0.4 0.0 0.2 0.391
H -3.8603 -11.9806 2.4975 0.0 0.2 0.3 0.367
H -2.5425 -12.7401 3.4266 -0.1 -0.3 -0.2 0.466
H -2.7399 -12.9627 1.6275 0.2 -0.2 0.2 0.340
H -1.3698 -10.6823 -0.6563 0.1 0.1 0.1 0.344
C -12.1682 -8.1201 -2.8758 0.7 0.4 -1.2 -1.879
C -12.8004 -7.2037 -1.8196 -0.1 0.0 0.3 1.532
C -14.1871 -6.7212 -2.2976 0.2 0.1 -0.1 -1.639
C -12.9580 -8.1053 -0.5954 -0.5 0.7 2.6 -1.210
C -13.2173 -7.3253 0.7598 1.5 0.3 -2.0 -0.723
C -12.0656 -6.2966 0.9226 -0.3 -2.0 0.7 -1.276
C -11.8437 -5.3319 -0.2174 0.1 -0.3 -0.3 1.606
C -12.9339 -4.2605 -0.0900 0.7 0.7 -0.8 -1.667
C -10.4097 -4.7662 -0.0455 -0.6 1.6 -0.4 -1.834
N -11.8880 -6.0697 -1.5078 0.8 -1.6 0.2 0.178
O -11.5203 -5.3504 -2.6903 -0.7 -0.2 1.5 -0.434
H -12.8085 -8.9207 -3.2460 -0.4 0.0 0.4 0.374
H -11.8681 -7.5889 -3.7790 -0.3 0.4 0.0 0.394
H -11.2238 -8.5773 -2.5806 -0.1 0.0 0.6 0.418
H -14.1079 -6.1083 -3.1955 0.1 -0.4 -0.4 0.426
H -14.7920 -7.6121 -2.4664 -0.2 0.2 -0.3 0.413
H -14.7222 -6.0448 -1.6310 0.2 -0.3 0.6 0.272
H -13.7810 -8.8197 -0.6120 -0.1 0.0 -1.0 0.412
H -12.0736 -8.7133 -0.4045 0.3 0.2 -0.3 0.401
H -14.1634 -6.7863 0.7120 -0.2 -0.3 0.2 0.327
H -13.1737 -8.0553 1.5682 -0.3 0.2 0.1 0.404
H -11.1275 -6.8382 1.0440 0.0 -0.4 0.1 0.441
H -12.2526 -5.8485 1.8984 0.3 0.8 -0.2 0.413
H -12.7531 -3.6434 0.7901 -0.2 -0.1 0.1 0.418
H -13.9483 -4.6593 -0.0904 0.2 -0.1 0.2 0.298
H -12.8516 -3.5981 -0.9517 -0.1 0.3 -0.1 0.394
H -9.5356 -5.4105 -0.1404 -0.6 -0.6 0.0 0.387
H -10.3374 -4.2277 0.8994 -0.1 -0.2 0.3 0.392
H -10.2663 -3.9732 -0.7794 0.1 0.0 -0.3 0.409
H -12.3071 -4.8157 -2.8196 -0.1 0.5 -0.6 0.354
C 9.3413 9.0157 4.2230 -0.1 -0.1 0.7 -1.714
C 8.2320 8.7661 3.1744 -0.1 -0.7 -0.8 1.681
C 8.8900 8.5309 1.7525 -0.1 0.3 0.1 -1.956
C 7.4606 7.4408 3.4557 1.4 -0.8 0.5 -1.185
C 6.4868 7.4484 4.5838 -0.7 1.1 0.3 -0.704
C 5.4836 8.5542 4.3287 0.4 -0.7 0.9 -1.161
C 6.1300 9.9359 4.1211 -0.3 0.2 -0.3 1.419
C 4.9886 10.7930 3.5196 1.1 0.9 0.5 -1.861
C 6.5849 10.6144 5.4471 -0.8 -1.2 0.2 -1.656
N 7.2023 9.8372 3.1325 0.3 -1.0 -1.6 0.052
O 7.8043 11.0822 2.8171 -0.4 -0.6 0.5 -0.433
H 10.1578 8.2936 4.2324 -0.2 -0.3 -0.4 0.418
H 9.8692 9.9682 4.1771 -0.2 0.3 -0.5 0.411
H 8.9242 8.9891 5.2297 -0.1 -0.1 0.1 0.354
H 9.2977 7.5264 1.6390 -0.2 -0.3 0.5 0.387
H 8.1855 8.6364 0.9275 -0.3 0.1 0.3 0.436
H 9.7458 9.1502 1.4840 -0.1 0.5 0.4 0.374
H 7.0164 7.0192 2.5540 -0.2 0.5 -0.2 0.429
H 8.1568 6.6669 3.7791 0.7 0.1 -0.5 0.425
H 5.9815 6.4852 4.6544 0.0 0.0 0.1 0.367
H 6.9387 7.6744 5.5496 0.4 -0.3 0.1 0.311
H 4.8556 8.5949 5.2187 -0.4 0.3 -0.1 0.418
H 4.8903 8.1909 3.4896 -0.2 0.7 -0.2 0.385
H 4.4955 10.3217 2.6695 0.1 0.1 0.1 0.397
H 5.4803 11.7269 3.2471 -0.3 0.1 -0.5 0.445
H 4.2843 11.0936 4.2953 -0.2 -0.4 0.0 0.387
H 7.2997 10.0554 6.0511 0.2 -0.2 -0.3 0.326
H 5.6608 10.5423 6.0206 0.1 0.8 0.4 0.472
H 6.9725 11.6300 5.3664 -0.4 0.0 -0.2 0.412
H 8.3151 11.2430 3.6138 0.5 0.7 0.2 0.361
C 6.8166 4.0334 -4.6482 -0.8 1.1 0.2 -1.696
C 7.1987 2.6788 -5.2156 1.3 -1.3 -0.2 1.709
C 8.6110 2.8470 -5.8777 0.0 0.1 0.4 -1.986
C 7.2963 1.6057 -4.0168 0.5 0.9 -1.5 -1.318
C 7.5419 0.1912 -4.5512 -1.7 0.8 -0.3 -0.645
C 6.3607 -0.2053 -5.5272 0.9 0.2 0.6 -1.050
C 6.0981 0.7789 -6.6989 1.5 1.0 -0.9 1.302
C 7.1158 0.6258 -7.8733 -0.4 -0.3 -0.2 -1.653
C 4.6932 0.5713 -7.3051 0.4 -0.4 0.5 -1.881
N 6.2054 2.1947 -6.2111 -1.3 -1.0 2.1 0.306
O 5.8320 3.1352 -7.1788 0.8 0.1 -0.3 -0.491
H 7.5245 4.8347 -4.8603 0.2 -0.2 -0.3 0.370
H 5.8655 4.4060 -5.0286 -0.1 -0.2 -0.1 0.299
H 6.6930 4.0984 -3.5672 0.1 -0.6 0.2 0.397
H 9.2415 3.4025 -5.1834 0.2 -0.1 0.1 0.532
H 9.1423 1.9310 -6.1362 -0.3 -0.2 0.2 0.322
H 8.5843 3.4445 -6.7889 -0.4 0.1 0.0 0.379
H 8.1186 1.8592 -3.3476 0.3 0.4 -0.3 0.434
H 6.4368 1.7070 -3.3542 -0.5 -0.3 -0.4 0.472
H 8.4957 0.1211 -5.0740 0.0 0.1 0.1 0.312
H 7.5924 -0.4132 -3.6455 -0.1 -0.6 -0.4 0.377
H 5.4345 -0.3113 -4.9624 0.0 0.1 0.2 0.403
H 6.6111 -1.1976 -5.9023 -0.2 0.0 -0.4 0.400
H 7.0256 -0.3360 -8.3781 -0.1 -0.3 0.2 0.461
H 8.1722 0.7648 -7.6436 -0.2 0.1 0.3 0.275
H 6.8318 1.3526 -8.6343 0.2 0.2 0.1 0.400
H 4.4847 1.2177 -8.1577 0.0 0.4 0.4 0.404
H 3.9856 0.6739 -6.4824 -0.4 0.2 -0.3 0.426
H 4.5930 -0.4282 -7.7283 0.2 -0.3 0.3 0.401
H 5.0517 3.5617 -6.8171 -0.2 0.0 0.0 0.339
C 0.8234 2.2875 0.4789 -0.5 -1.0 -0.7 -1.520
C -0.2744 2.5068 -0.6196 1.5 0.6 -0.2 1.234
C -0.0994 4.0030 -1.0999 -1.2 -0.4 -0.5 -1.903
C 0.0913 1.5988 -1.8630 -0.5 -0.2 0.4 -1.004
C -0.3971 0.1558 -1.7749 1.0 0.9 -0.1 -0.664
C -1.7932 0.1175 -1.3568 -2.7 0.2 0.3 -1.135
C -2.2330 0.9138 -0.0838 -0.2 -1.5 0.6 1.438
C -3.8084 1.0196 -0.0858 1.0 -0.1 -0.6 -1.843
C -1.7694 0.0436 1.1338 0.2 1.5 0.2 -1.654
N -1.6900 2.2888 -0.1709 1.4 -1.7 -2.9 0.339
O -1.9311 3.0216 0.9423 -0.4 0.9 1.8 -0.495
H 0.7970 1.2351 0.7616 -0.1 0.0 0.4 0.363
H 1.7877 2.3705 -0.0224 0.1 0.5 0.2 0.414
H 0.7714 2.9062 1.3748 -0.2 0.1 -0.3 0.286
H -0.8178 4.2672 -1.8759 -0.6 -0.4 0.0 0.487
H -0.2995 4.7416 -0.3237 0.5 -0.1 0.3 0.391
H 0.8103 4.2145 -1.6619 0.6 -0.3 0.7 0.362
H -0.3528 2.0861 -2.7310 -0.1 -0.1 -0.2 0.381
H 1.1519 1.4518 -2.0666 0.3 1.0 0.3 0.362
H -0.2783 -0.3237 -2.7466 0.0 0.0 -0.1 0.388
H 0.2200 -0.4356 -1.0984 0.2 0.1 0.2 0.348
H -2.0517 -0.9397 -1.2959 -0.5 0.0 0.6 0.376
H -2.4807 0.5274 -2.0966 0.3 0.0 -0.7 0.394
H -4.2791 0.0711 -0.3443 0.2 -0.3 0.2 0.368
H -4.0595 1.6797 -0.9160 -0.2 0.3 0.2 0.479
H -4.2549 1.3589 0.8489 0.3 0.2 0.0 0.347
H -2.2884 -0.9120 1.2089 0.0 0.1 -0.3 0.410
H -1.9249 0.5924 2.0626 -0.2 0.0 0.1 0.372
H -0.6880 -0.0878 1.0951 -0.1 -0.4 -0.1 0.324
H -2.3793 3.7968 0.5962 -0.2 0.2 0.2 0.357
C 4.4965 14.4536 -6.5240 0.1 0.3 0.3 -1.701
C 4.0232 13.0154 -6.1888 -0.3 -0.2 -1.3 1.393
C 4.2123 12.0506 -7.4572 -0.4 0.5 0.6 -1.823
C 4.9009 12.4473 -5.0590 0.1 0.7 -0.9 -1.159
C 4.5555 12.9526 -3.6956 -1.7 -0.8 1.1 -0.713
C 3.0327 12.5761 -3.3550 0.8 0.3 -1.4 -1.131
C 2.0070 13.0650 -4.4200 0.2 1.0 -0.5 1.172
C 0.6768 12.2029 -4.3336 1.5 0.0 -0.2 -1.827
C 1.7318 14.5738 -4.1931 -0.6 -0.9 -0.6 -1.492
N 2.5706 12.9408 -5.8279 0.5 -1.5 1.8 0.412
O 1.7004 13.5747 -6.7276 0.3 0.1 -0.4 -0.515
H 4.4867 15.1258 -5.6661 -0.4 -0.2 0.3 0.382
H 5.5534 14.4968 -6.7867 0.0 -0.4 -0.4 0.453
H 3.9208 14.9649 -7.2955 -0.1 -0.3 -0.1 0.324
H 3.6607 11.1302 -7.2658 -0.1 0.0 0.2 0.441
H 3.8258 12.4553 -8.3925 -0.2 0.3 0.1 0.364
H 5.2313 11.7350 -7.6809 0.3 0.4 0.4 0.356
H 4.9395 11.3589 -5.1031 -0.4 -0.1 0.2 0.362
H 5.9201 12.7550 -5.2930 0.1 0.0 -0.1 0.480
H 5.2609 12.4603 -3.0262 -0.3 -0.2 0.5 0.356
H 4.7296 14.0097 -3.4948 -0.1 0.2 -0.6 0.375
H 2.7200 13.0315 -2.4154 0.1 -0.4 0.1 0.474
H 2.8806 11.4972 -3.3879 0.5 -0.2 0.6 0.373
H -0.1230 12.5087 -5.0081 0.1 0.5 0.2 0.392
H 0.3288 12.1185 -3.3041 -0.1 0.3 0.0 0.369
H 0.9195 11.1880 -4.6486 0.2 -0.2 0.0 0.431
H 2.6465 15.0741 -4.5112 -0.3 0.5 0.4 0.346
H 1.3771 14.8361 -3.1964 0.4 -0.1 0.2 0.412
H 0.9048 14.7988 -4.8667 0.2 0.5 -0.1 0.339
H 1.2445 12.8164 -7.1002 -0.2 0.1 -0.4 0.354
C -9.3742 -1.4913 7.1143 -0.3 -0.8 -0.8 -1.775
C -8.1816 -0.5725 7.4457 -1.4 0.2 0.4 1.538
C -8.3297 0.7124 6.5902 0.2 1.2 0.8 -1.964
C -8.3029 -0.1120 8.9345 0.5 -0.7 -0.1 -1.174
C -7.8693 -1.1917 9.9760 1.0 1.7 -1.3 -0.859
C -6.4227 -1.7466 9.5911 -2.0 -0.2 0.2 -1.094
C -6.2922 -2.1504 8.0956 0.9 -1.5 0.6 1.496
C -4.7710 -2.1861 7.7731 0.1 0.6 0.0 -1.920
C -6.7622 -3.6216 7.9603 -0.2 -0.2 -0.8 -1.753
N -6.8931 -1.1769 7.1771 -0.3 1.3 3.7 0.368
O -6.8378 -1.5057 5.8801 0.6 -1.0 -2.5 -0.516
H -10.3527 -1.0124 7.1505 0.1 0.3 0.4 0.434
H -9.3246 -1.8664 6.0920 0.3 0.3 -0.3 0.387
H -9.4454 -2.4354 7.6544 0.2 0.3 0.7 0.307
H -9.1056 1.3482 7.0166 -0.7 -0.4 0.0 0.428
H -7.5052 1.4018 6.7718 0.7 -0.3 -0.1 0.494
H -8.4942 0.7297 5.5128 0.0 -0.9 0.0 0.375
H -7.6814 0.7759 9.0506 0.2 0.0 0.1 0.398
H -9.3364 0.2065 9.0703 -0.1 0.0 0.1 0.477
H -7.8676 -0.7629 10.9782 0.3 0.2 0.0 0.436
H -8.6254 -1.9712 10.0691 0.3 -0.4 -0.5 0.363
H -6.4838 -2.5876 10.2817 1.0 -0.8 -0.6 0.279
H -5.4839 -1.2426 9.8209 -0.7 1.0 0.5 0.433
H -4.2749 -1.2230 7.8936 -0.5 0.5 0.0 0.468
H -4.6027 -2.4530 6.7298 0.1 -0.4 0.1 0.401
H -4.1864 -2.7831 8.4730 -0.3 -0.7 -0.2 0.425
H -7.7952 -3.8377 8.2327 -0.1 0.4 0.0 0.349
H -6.1569 -4.3189 8.5395 0.2 0.3 0.2 0.458
H -6.6270 -3.9386 6.9262 -0.2 0.0 -0.2 0.370
H -6.3135 -0.7892 5.5149 0.2 -0.1 -0.5 0.369
C -5.7181 7.4011 1.0227 -0.3 -0.6 1.2 -0.703
O -4.4649 7.8322 1.5035 1.2 -0.4 -0.2 -0.388
C -4.4124 8.9307 2.4022 -1.1 0.6 -0.7 -0.757
C -4.7778 8.6333 3.8640 -0.4 1.7 0.2 0.494
C -5.1623 9.9015 4.6366 -0.2 0.7 -0.9 -1.575
N -3.6549 8.0835 4.5917 -1.0 -0.7 -0.3 -0.715
H -6.4384 8.1978 1.2082 -0.4 -0.2 -0.5 0.341
H -6.0268 6.4839 1.5242 -0.3 0.1 1.1 0.261
H -5.7326 6.9333 0.0383 0.7 1.3 -0.7 0.263
H -3.4458 9.4273 2.3164 0.5 -0.6 0.2 0.312
H -5.0310 9.7299 1.9939 -0.8 0.1 0.0 0.364
H -5.6208 7.9425 3.8530 0.0 -0.1 0.2 0.365
H -6.0146 10.4116 4.1878 -0.7 -0.4 0.4 0.401
H -4.4513 10.7204 4.5277 0.8 -0.3 0.0 0.326
H -5.2235 9.7002 5.7061 -0.4 0.0 -0.2 0.382
H -2.9235 8.7239 4.3180 0.9 -0.7 0.1 0.325
H -3.6338 7.1898 4.1215 1.6 -0.4 0.2 0.302
C -0.3566 6.3657 -7.4851 -0.1 0.6 0.1 -0.543
O 1.0552 6.6740 -7.3716 -1.2 -0.6 0.1 -0.474
H -0.4820 5.3845 -7.9428 0.3 0.3 -0.2 0.235
H -0.9751 6.3550 -6.5876 0.8 -0.4 1.0 0.263
H -0.9336 7.1409 -7.9894 0.4 0.0 -1.0 0.248
H 1.1766 7.5904 -7.1128 -0.2 0.0 0.0 0.270
```
Forces are in eV/Å.